{
  "formula": "C29H82N10O9",
  "method": "the ωB97M-V functional and the def2-TZVPD basis",
  "homo_ev": -8.84,
  "total_energy_ev": -64728.9819,
  "mol_weight_g_mol": 715.04,
  "smiles": "COC[C@H](C)N.COC[C@H](C)N.COC[C@H](C)N.COC[C@H](C)N.COC[C@H](C)N.COC[C@H](C)N.NC(N)=O.NC(N)=O.CC(C)O",
  "e_lumo_ha": 0.0200,
  "largest_force_ev_per_a": 3.98,
  "total_charge": 0,
  "gap_ev": 9.382,
  "symbols": ["O", "O", "O", "O", "O", "O", "O", "O", "O", "N", "N", "N", "N", "N", "N", "N", "N", "N", "N", "C", "C", "C", "C", "C", "C", "C", "C", "C", "C", "C", "C", "C", "C", "C", "C", "C", "C", "C", "C", "C", "C", "C", "C", "C", "C", "C", "C", "C", "H", "H", "H", "H", "H", "H", "H", "H", "H", "H", "H", "H", "H", "H", "H", "H", "H", "H", "H", "H", "H", "H", "H", "H", "H", "H", "H", "H", "H", "H", "H", "H", "H", "H", "H", "H", "H", "H", "H", "H", "H", "H", "H", "H", "H", "H", "H", "H", "H", "H", "H", "H", "H", "H", "H", "H", "H", "H", "H", "H", "H", "H", "H", "H", "H", "H", "H", "H", "H", "H", "H", "H", "H", "H", "H", "H", "H", "H", "H", "H", "H", "H"],
  "xyz": [[7.07451, 14.89242, 13.22348], [16.82544, 17.20459, 16.13588], [14.49829, 10.70031, 13.80506], [14.35932, 12.33432, 17.41524], [11.50369, 13.78162, 8.51492], [7.91088, 10.42137, 10.37756], [13.10692, 18.10764, 11.11047], [17.06832, 15.21446, 9.49265], [11.23797, 15.07299, 10.96274], [9.85670, 16.25953, 15.33747], [11.39266, 11.39941, 11.00954], [13.62589, 18.94479, 9.05223], [14.60561, 14.05018, 10.17498], [16.02869, 7.37108, 14.27062], [12.01383, 16.02201, 12.88640], [12.80433, 16.72733, 9.33479], [13.87545, 16.90044, 15.90733], [12.64827, 13.98500, 15.75578], [11.63736, 13.83270, 12.79271], [15.26147, 8.89137, 15.95725], [17.82420, 15.60928, 8.34377], [9.09245, 15.09638, 14.79009], [15.54242, 9.78356, 13.68430], [12.20257, 13.09258, 16.91005], [14.50849, 11.56038, 12.69953], [7.49677, 14.82138, 11.84141], [11.88538, 11.70159, 16.41147], [15.42407, 12.30424, 18.41172], [10.33515, 10.73357, 8.82017], [13.27964, 13.07343, 17.96194], [16.11797, 14.97499, 12.07617], [10.04408, 15.54724, 7.81785], [8.58880, 14.32776, 15.97166], [15.95091, 15.98850, 9.78950], [10.38228, 14.05406, 7.63592], [11.55330, 15.02191, 12.15145], [10.14748, 11.23703, 10.24974], [15.25610, 8.53096, 14.48923], [16.05275, 18.19240, 15.38021], [10.84484, 13.64487, 6.22022], [14.76476, 17.56825, 14.87990], [13.16084, 17.91489, 9.91632], [7.08567, 11.51146, 10.61426], [15.18763, 15.24659, 10.85667], [17.98949, 16.66271, 15.50252], [7.82577, 15.75827, 14.04016], [13.93129, 18.73678, 14.23080], [9.15016, 10.46657, 11.00155], [16.16695, 7.15542, 13.30064], [14.13585, 19.70501, 14.74710], [8.18937, 13.32139, 15.73190], [9.48603, 10.93414, 8.23918], [13.70217, 13.95636, 15.62795], [10.39652, 9.64578, 8.88463], [14.07677, 19.73311, 9.48998], [16.51569, 15.91695, 12.47750], [10.79832, 16.08530, 7.21229], [12.53398, 16.80554, 8.36370], [7.22097, 16.20389, 14.84188], [7.77242, 14.85857, 16.53953], [18.15276, 15.74955, 16.04825], [12.20732, 11.75344, 10.51887], [14.90245, 16.77949, 14.07167], [10.15061, 14.09315, 5.45959], [14.21364, 8.41083, 14.23282], [15.58481, 9.47396, 12.61366], [11.65312, 10.57555, 11.50247], [11.90860, 13.91417, 6.04508], [7.63710, 12.42378, 10.41064], [6.26404, 11.35725, 9.88817], [12.01642, 16.95460, 12.47410], [10.73813, 12.56012, 6.15576], [15.55669, 11.97223, 12.52282], [11.24306, 11.03451, 8.32719], [12.36213, 16.04331, 9.86335], [11.59144, 11.04713, 17.24424], [10.34121, 16.65836, 14.58772], [11.26147, 13.55605, 17.28105], [11.93684, 13.87925, 13.73326], [15.33882, 13.40161, 9.97809], [16.30236, 11.82339, 17.94100], [9.70762, 14.58082, 14.07034], [14.49784, 16.52585, 16.62536], [13.35380, 17.65520, 16.38191], [9.38013, 14.14723, 16.68275], [14.09432, 18.68358, 8.19544], [15.36257, 16.16789, 8.88217], [17.93927, 16.31735, 14.46313], [11.05098, 11.66407, 15.66313], [12.85304, 12.37166, 18.71767], [16.92057, 14.24716, 11.82475], [11.24765, 13.04880, 12.39385], [13.85264, 12.36950, 13.00839], [15.68461, 13.34893, 18.72771], [16.25202, 9.00613, 16.46294], [16.88066, 7.36648, 14.78485], [14.76892, 8.04392, 16.49259], [8.24471, 14.09239, 11.65584], [6.61918, 14.54598, 11.25053], [11.27939, 14.04693, 9.36279], [12.38752, 15.80114, 13.77076], [9.50552, 9.43882, 11.06681], [13.89258, 13.57797, 10.68636], [18.77296, 15.08230, 8.37228], [6.61420, 11.36142, 11.60470], [14.16482, 18.90446, 13.16746], [18.85512, 17.37045, 15.56582], [7.80743, 15.77954, 11.40096], [9.54179, 13.45641, 8.01176], [10.41666, 15.81246, 16.01074], [15.04767, 11.70969, 19.28807], [16.28608, 16.96719, 10.10673], [17.24228, 15.24318, 7.45656], [15.79088, 19.05282, 16.06076], [14.29968, 15.79651, 11.18223], [12.54248, 14.93379, 16.11317], [9.04841, 15.76706, 7.38040], [15.44734, 14.39840, 12.84309], [10.08203, 15.77116, 8.90170], [9.71735, 12.29982, 10.17513], [14.70982, 9.82477, 16.20218], [14.19234, 11.04291, 11.74817], [12.84661, 18.55152, 14.31498], [16.52367, 10.24780, 13.99007], [8.16504, 16.61380, 13.48323], [12.74337, 11.19752, 15.96533], [13.45980, 14.14939, 18.24193], [17.98924, 16.63952, 8.36641], [9.01793, 10.83958, 12.03696], [16.72681, 18.52252, 14.61260]],
  "lowdin_charge": [-0.1692, -0.2150, -0.1934, -0.2232, -0.0768, -0.1834, 0.0096, -0.2089, -0.0189, 0.0629, 0.0594, 0.1371, 0.0859, 0.0609, 0.2088, 0.1987, 0.0352, 0.0387, 0.1898, -0.0675, -0.0712, -0.3834, -0.2439, -0.4053, -0.1344, -0.0843, -0.0614, -0.0780, -0.0407, -0.2397, -0.0553, -0.0540, -0.0712, -0.2557, -0.4585, -0.6532, -0.4367, -0.4870, -0.1765, -0.0474, -0.3915, -0.6219, -0.1048, -0.3895, -0.1075, -0.1923, -0.0677, -0.2465, 0.0735, 0.0789, 0.0918, 0.0581, 0.0997, 0.0835, 0.0884, 0.0566, 0.0736, 0.0968, 0.1184, 0.1015, 0.0766, 0.0698, 0.1267, 0.0891, 0.1362, 0.1249, 0.0649, 0.0905, 0.0578, 0.1025, 0.0966, 0.0604, 0.0970, 0.0705, 0.0184, 0.0836, 0.0206, 0.1213, 0.0325, 0.0609, 0.0866, 0.0974, 0.0638, 0.0820, 0.0368, 0.0818, 0.1097, 0.0704, 0.0895, 0.1355, 0.0777, 0.0368, 0.0620, 0.0923, 0.0862, 0.0663, 0.0895, 0.0465, 0.0849, -0.0275, 0.0622, 0.1325, 0.0318, 0.0849, 0.1057, 0.0585, 0.0975, 0.0930, 0.1176, 0.0205, 0.0974, 0.1194, 0.1068, 0.1373, 0.1002, 0.0167, 0.0839, 0.0881, 0.0685, 0.1312, 0.0657, 0.0946, 0.0680, 0.1458, 0.1004, 0.0551, 0.1416, 0.0602, 0.1386, 0.1154]
}